{
  "formula": "C19H21N3O4S2",
  "method": "ωB97M-V/def2-TZVPD",
  "relative_energy_kj_mol": 69.2,
  "orbital_gap_ev": 8.036,
  "smiles": "CCn1c(SCC(=O)Nc2ccc3c(c2)OCCO3)nc2c(c1=O)S[C@@H](C)C2",
  "max_force_ev_per_a": 1.02,
  "symbols": ["C", "H", "C", "N", "C", "N", "C", "C", "C", "O", "S", "C", "C", "H", "H", "H", "H", "C", "H", "H", "S", "C", "C", "O", "N", "C", "C", "C", "C", "C", "C", "H", "H", "O", "C", "C", "H", "O", "H", "H", "H", "H", "H", "H", "H", "H", "H", "H", "H"],
  "xyz": [[3.184, -3.582, 0.804], [4.000, -2.872, 0.690], [1.933, -2.863, 1.294], [1.517, -1.832, 0.361], [0.798, -2.124, -0.744], [0.456, -1.270, -1.655], [0.765, 0.020, -1.448], [1.425, 0.434, -0.327], [1.898, -0.497, 0.659], [2.544, -0.253, 1.654], [1.627, 2.159, -0.215], [0.574, 2.440, -1.726], [1.211, 3.494, -2.612], [1.323, 4.430, -2.071], [2.194, 3.168, -2.945], [0.584, 3.669, -3.485], [-0.381, 2.800, -1.336], [0.394, 1.088, -2.421], [-0.631, 0.938, -2.762], [1.051, 1.011, -3.293], [0.144, -3.749, -0.947], [-1.178, -3.377, -2.145], [-1.891, -2.057, -1.847], [-2.251, -1.326, -2.735], [-2.123, -1.853, -0.516], [-2.112, -0.585, 0.092], [-1.513, -0.475, 1.341], [-1.345, 0.766, 1.936], [-1.768, 1.916, 1.259], [-2.425, 1.787, 0.043], [-2.606, 0.548, -0.542], [-3.094, 0.457, -1.497], [-2.785, 2.682, -0.439], [-1.538, 3.171, 1.761], [-0.541, 3.180, 2.762], [-0.818, 2.079, 3.783], [-0.066, 2.073, 4.573], [-0.755, 0.811, 3.165], [-1.815, 2.229, 4.219], [-0.576, 4.167, 3.224], [0.445, 3.013, 2.308], [-1.151, -1.344, 1.870], [-1.810, -2.594, 0.102], [-0.752, -3.321, -3.145], [-1.868, -4.220, -2.085], [2.138, -2.356, 2.240], [1.111, -3.573, 1.421], [2.997, -4.067, -0.152], [3.476, -4.337, 1.527]],
  "forces_ev_per_angstrom": [[-0.16, 0.13, 0.06], [0.08, 0.03, -0.01], [0.24, -0.32, 0.36], [-0.11, 0.13, -0.08], [-0.23, 0.21, -0.57], [0.22, -0.54, -0.20], [0.46, 0.29, 0.86], [-0.26, 0.04, -0.42], [-0.23, 0.02, -0.44], [0.23, 0.19, 0.31], [0.13, 0.31, -0.14], [0.18, 0.05, 0.35], [-0.07, -0.03, 0.16], [0.03, 0.14, -0.03], [0.07, -0.02, -0.04], [-0.06, 0.07, -0.10], [0.04, -0.07, -0.11], [-0.04, -0.03, 0.04], [0.00, -0.01, -0.05], [0.00, 0.00, -0.03], [-0.04, -0.55, 0.11], [0.44, 0.12, -0.03], [-0.21, -0.47, -0.08], [-0.14, 0.14, -0.19], [-0.34, -0.25, 0.42], [0.00, 0.27, 0.08], [-0.08, 0.20, 0.00], [-0.17, 0.05, -0.08], [0.09, -0.07, -0.04], [0.18, 0.01, 0.37], [-0.06, -0.06, -0.11], [-0.05, -0.01, -0.05], [-0.03, 0.13, -0.07], [-0.30, -0.08, -0.22], [0.33, -0.24, 0.45], [-0.07, 0.61, 0.00], [-0.07, 0.06, -0.05], [0.02, -0.28, -0.29], [0.12, -0.03, -0.01], [0.03, -0.09, 0.02], [-0.14, 0.05, 0.04], [0.09, -0.14, 0.06], [0.02, 0.15, -0.25], [-0.17, 0.09, 0.08], [0.02, -0.03, 0.01], [-0.15, -0.13, -0.15], [0.04, 0.15, 0.08], [0.05, -0.07, -0.09], [0.07, -0.11, 0.05]],
  "nbo_charge": [-0.615, 0.222, -0.235, -0.426, 0.336, -0.538, 0.256, -0.337, 0.634, -0.611, 0.258, -0.294, -0.613, 0.216, 0.213, 0.213, 0.222, -0.456, 0.256, 0.226, 0.242, -0.611, 0.715, -0.597, -0.630, 0.147, -0.313, 0.311, 0.195, -0.226, -0.256, 0.251, 0.227, -0.487, -0.106, -0.096, 0.204, -0.491, 0.177, 0.200, 0.199, 0.219, 0.397, 0.260, 0.251, 0.254, 0.209, 0.209, 0.220]
}

---

{
  "formula": "C19H21N3O5S",
  "method": "ωB97M-V/def2-TZVPD",
  "relative_energy_kj_mol": 21.6,
  "orbital_gap_ev": 9.434,
  "smiles": "C[C@@H](NC(=O)CCNS(=O)(=O)c1ccc2c(c1)oc(=O)n2C)c1ccccc1",
  "max_force_ev_per_a": 1.03,
  "symbols": ["C", "H", "H", "H", "C", "N", "C", "O", "C", "H", "H", "C", "N", "S", "O", "O", "C", "C", "C", "C", "C", "C", "H", "O", "C", "O", "N", "C", "H", "H", "H", "H", "H", "H", "H", "H", "H", "C", "C", "C", "C", "C", "C", "H", "H", "H", "H", "H", "H"],
  "xyz": [[-2.521, -0.361, 2.219], [-2.650, 0.429, 2.953], [-1.505, -0.744, 2.283], [-3.210, -1.174, 2.442], [-2.746, 0.168, 0.807], [-2.342, -0.847, -0.156], [-1.246, -0.719, -0.921], [-0.625, 0.323, -1.030], [-0.910, -1.943, -1.770], [-1.436, -1.824, -2.720], [-1.263, -2.854, -1.287], [0.599, -2.028, -2.033], [1.338, -2.806, -1.065], [1.421, -2.276, 0.521], [1.977, -3.376, 1.251], [0.163, -1.750, 0.979], [2.623, -0.967, 0.387], [2.206, 0.341, 0.210], [3.134, 1.364, 0.075], [4.471, 1.015, 0.129], [4.874, -0.320, 0.310], [3.958, -1.339, 0.441], [4.233, -2.368, 0.592], [6.236, -0.376, 0.322], [6.710, 0.891, 0.154], [7.867, 1.194, 0.116], [5.631, 1.746, 0.036], [5.758, 3.165, -0.150], [5.274, 3.470, -1.079], [5.305, 3.700, 0.686], [6.821, 3.393, -0.198], [2.821, 2.385, -0.067], [1.149, 0.549, 0.162], [1.124, -3.792, -1.077], [0.796, -2.463, -3.016], [1.009, -1.014, -2.011], [-2.739, -1.763, -0.017], [-4.162, 0.606, 0.494], [-5.178, 0.635, 1.437], [-6.454, 1.043, 1.083], [-6.732, 1.425, -0.216], [-5.722, 1.404, -1.165], [-4.450, 1.000, -0.810], [-3.659, 0.990, -1.546], [-5.928, 1.706, -2.181], [-7.728, 1.741, -0.489], [-7.235, 1.061, 1.830], [-4.986, 0.345, 2.458], [-2.072, 1.015, 0.627]],
  "forces_ev_per_angstrom": [[0.13, 0.14, -0.24], [-0.07, 0.04, 0.13], [-0.02, 0.03, 0.09], [-0.09, -0.09, 0.08], [0.11, 0.08, 0.09], [-0.22, 0.00, 0.20], [-0.47, -0.43, -0.43], [0.21, 0.36, -0.12], [0.31, 0.29, 0.02], [-0.04, 0.00, 0.05], [-0.07, -0.04, -0.06], [-0.33, 0.36, -0.17], [0.26, 0.03, 0.88], [0.23, -0.33, -0.39], [0.29, -0.08, -0.07], [0.30, 0.23, -0.19], [-0.63, -0.24, 0.06], [-0.24, -0.05, 0.07], [0.37, -0.02, 0.00], [-0.24, -0.55, 0.06], [-0.96, 0.35, -0.07], [0.72, 0.15, -0.01], [0.15, -0.16, 0.02], [0.17, -0.45, 0.08], [0.35, 0.79, -0.11], [0.09, -0.24, 0.04], [-0.02, -0.39, 0.05], [0.06, 0.20, -0.02], [0.03, 0.02, 0.01], [0.02, 0.02, -0.02], [-0.10, 0.02, 0.00], [-0.06, 0.13, -0.01], [-0.08, 0.07, 0.01], [0.05, -0.23, 0.18], [0.04, 0.08, 0.13], [-0.08, -0.05, -0.24], [0.10, -0.03, -0.11], [-0.02, 0.07, 0.01], [0.14, 0.00, -0.01], [-0.16, 0.04, 0.00], [-0.10, 0.01, 0.07], [0.06, 0.02, -0.09], [-0.04, 0.04, 0.03], [0.08, -0.01, -0.10], [-0.01, 0.03, -0.08], [-0.08, 0.02, -0.02], [-0.06, 0.00, 0.06], [0.05, -0.05, 0.11], [-0.14, -0.17, 0.04]],
  "nbo_charge": [-0.625, 0.214, 0.248, 0.200, -0.103, -0.603, 0.724, -0.677, -0.516, 0.238, 0.213, -0.237, -0.859, 2.319, -0.942, -0.957, -0.360, -0.176, -0.268, 0.203, 0.233, -0.201, 0.260, -0.433, 0.872, -0.590, -0.438, -0.415, 0.207, 0.207, 0.250, 0.229, 0.273, 0.402, 0.213, 0.237, 0.395, 0.056, -0.238, -0.209, -0.217, -0.210, -0.218, 0.215, 0.212, 0.212, 0.211, 0.212, 0.242]
}

---

{
  "formula": "C19H21N3OS2",
  "method": "ωB97M-V/def2-TZVPD",
  "relative_energy_kj_mol": 219.3,
  "orbital_gap_ev": 6.686,
  "smiles": "CCCCCCn1c(O)c(/C=C2\\C=NN=C2c2ccccc2)sc1=S",
  "max_force_ev_per_a": 1.63,
  "symbols": ["C", "H", "C", "C", "C", "C", "C", "N", "C", "C", "C", "C", "C", "N", "N", "C", "C", "C", "C", "C", "C", "C", "H", "H", "H", "H", "H", "H", "H", "S", "C", "S", "O", "H", "H", "H", "H", "H", "H", "H", "H", "H", "H", "H", "H", "H"],
  "xyz": [[-4.566, 0.582, 3.081], [-5.365, 1.310, 2.964], [-3.322, 1.028, 2.323], [-2.812, 2.376, 2.829], [-1.502, 2.816, 2.178], [-1.662, 3.160, 0.698], [-0.384, 3.738, 0.088], [0.713, 2.792, 0.143], [0.787, 1.732, -0.696], [1.864, 0.891, -0.474], [2.192, -0.329, -1.090], [1.738, -0.788, -2.302], [1.331, -0.070, -3.488], [1.192, -0.905, -4.475], [1.322, -2.166, -4.037], [1.719, -2.163, -2.790], [1.969, -3.376, -2.041], [1.753, -3.459, -0.665], [2.020, -4.634, 0.013], [2.496, -5.741, -0.669], [2.691, -5.675, -2.040], [2.427, -4.505, -2.723], [2.575, -4.435, -3.790], [3.051, -6.540, -2.576], [2.705, -6.656, -0.135], [1.847, -4.688, 1.078], [1.341, -2.615, -0.129], [1.334, 0.990, -3.664], [2.886, -0.954, -0.541], [2.793, 1.510, 0.895], [1.712, 2.874, 1.076], [1.887, 4.071, 2.174], [-0.192, 1.587, -1.582], [-0.038, 0.805, -2.146], [-0.066, 4.626, 0.639], [-0.553, 3.990, -0.961], [-2.448, 3.908, 0.583], [-1.956, 2.274, 0.134], [-1.123, 3.695, 2.704], [-0.763, 2.020, 2.297], [-2.654, 2.305, 3.908], [-3.575, 3.139, 2.658], [-3.561, 1.095, 1.260], [-2.537, 0.278, 2.443], [-4.350, 0.480, 4.143], [-4.918, -0.377, 2.709]],
  "forces_ev_per_angstrom": [[0.17, -0.05, -0.19], [-0.13, 0.05, 0.02], [-0.17, 0.20, 0.21], [0.27, -0.27, -0.19], [-0.32, 0.16, -0.01], [0.30, -0.05, 0.18], [-0.74, 0.33, -0.17], [-0.15, -0.24, -0.31], [0.19, -0.72, -0.43], [0.24, 0.35, 0.14], [-0.24, 0.09, -0.34], [0.05, -0.31, 0.06], [0.21, -0.09, 0.09], [-0.60, 1.36, -0.59], [0.51, -1.48, 0.46], [-0.21, 0.86, -0.10], [0.09, -0.49, 0.19], [-0.01, 0.09, -0.14], [0.05, -0.11, 0.14], [-0.02, -0.01, 0.07], [0.00, -0.07, -0.02], [0.00, 0.11, 0.04], [0.02, 0.00, -0.09], [0.03, -0.06, -0.05], [0.02, -0.07, 0.04], [-0.02, -0.01, 0.07], [-0.04, 0.02, 0.02], [0.03, 0.25, -0.04], [-0.09, -0.22, 0.10], [-0.48, 0.38, -0.13], [0.64, -0.15, 0.37], [0.22, 0.00, 0.17], [0.13, 0.27, 0.34], [0.07, 0.01, 0.09], [0.02, -0.13, -0.16], [0.08, 0.04, 0.09], [-0.07, 0.02, -0.06], [-0.10, 0.04, -0.05], [0.10, -0.04, 0.00], [0.10, 0.01, 0.05], [-0.07, 0.04, 0.06], [-0.07, 0.07, 0.07], [0.07, -0.06, -0.07], [0.07, -0.01, -0.08], [-0.03, -0.02, 0.13], [-0.11, -0.08, 0.03]],
  "nbo_charge": [-0.599, 0.201, -0.395, -0.388, -0.399, -0.406, -0.229, -0.411, 0.589, -0.395, -0.034, -0.249, -0.104, -0.221, -0.289, 0.236, -0.028, -0.219, -0.215, -0.204, -0.210, -0.187, 0.233, 0.216, 0.214, 0.214, 0.206, 0.210, 0.234, 0.441, -0.118, -0.083, -0.638, 0.528, 0.248, 0.223, 0.215, 0.210, 0.216, 0.194, 0.203, 0.193, 0.193, 0.193, 0.201, 0.209]
}

---

{
  "formula": "C19H21N3SZr",
  "method": "ωB97M-V/def2-TZVPD",
  "relative_energy_kj_mol": 160.8,
  "orbital_gap_ev": 5.403,
  "max_force_ev_per_a": 0.29,
  "charge": 4,
  "symbols": ["Zr", "C", "C", "C", "C", "C", "C", "N", "C", "C", "C", "C", "C", "N", "C", "C", "C", "C", "C", "C", "N", "H", "H", "H", "H", "H", "H", "H", "H", "H", "H", "H", "H", "H", "H", "H", "C", "S", "C", "H", "H", "H", "H", "H", "H"],
  "xyz": [[0.121, -0.332, -0.328], [3.076, -1.895, 0.783], [3.269, -0.488, 0.313], [4.561, 0.013, 0.215], [4.783, 1.341, -0.089], [3.684, 2.194, -0.236], [2.421, 1.672, -0.158], [2.189, 0.319, 0.041], [1.213, 2.504, -0.194], [1.208, 3.880, -0.190], [-0.013, 4.548, -0.135], [-1.201, 3.827, -0.071], [-1.152, 2.449, -0.084], [0.043, 1.796, -0.164], [-2.317, 1.564, 0.014], [-3.587, 2.066, 0.120], [-4.662, 1.185, 0.243], [-4.400, -0.168, 0.276], [-3.101, -0.653, 0.170], [-2.920, -2.135, 0.259], [-2.037, 0.207, 0.011], [3.957, -2.205, 1.343], [2.970, -2.594, -0.048], [2.223, -1.993, 1.459], [5.391, -0.651, 0.419], [5.792, 1.731, -0.163], [3.842, 3.249, -0.401], [2.127, 4.447, -0.208], [-0.036, 5.632, -0.124], [-2.140, 4.356, -0.008], [-3.767, 3.130, 0.117], [-5.676, 1.560, 0.327], [-5.208, -0.877, 0.396], [-3.876, -2.597, 0.496], [-2.225, -2.419, 1.052], [-2.598, -2.556, -0.695], [-0.429, -4.559, -0.351], [0.160, -2.826, -0.532], [0.173, -2.427, -2.308], [0.305, -5.196, -0.841], [-1.418, -4.624, -0.803], [-0.458, -4.733, 0.725], [-0.760, -2.722, -2.790], [1.047, -2.863, -2.795], [0.283, -1.328, -2.520]],
  "forces_ev_per_angstrom": [[-0.10, 0.04, 0.16], [-0.03, -0.01, -0.02], [0.12, -0.01, 0.03], [-0.05, -0.04, -0.02], [-0.02, 0.00, 0.00], [0.01, -0.05, -0.09], [0.07, 0.08, 0.04], [-0.24, -0.02, 0.17], [0.07, 0.10, -0.02], [0.02, -0.03, -0.03], [-0.01, 0.00, 0.00], [-0.03, -0.03, -0.03], [-0.03, 0.12, -0.01], [-0.02, -0.19, -0.09], [-0.05, 0.07, 0.00], [0.02, -0.04, -0.02], [0.00, 0.01, 0.00], [0.07, -0.04, -0.03], [-0.17, 0.02, 0.04], [0.04, -0.04, 0.00], [0.24, -0.04, 0.09], [-0.02, -0.01, 0.03], [0.05, 0.00, 0.00], [0.00, 0.01, 0.01], [0.00, 0.01, 0.00], [0.00, 0.00, 0.00], [0.00, 0.00, -0.01], [0.01, -0.01, 0.00], [0.00, 0.00, 0.00], [0.00, 0.00, 0.00], [0.00, 0.00, -0.01], [0.00, 0.00, 0.00], [-0.01, 0.01, 0.00], [0.01, -0.01, 0.02], [0.00, 0.02, 0.01], [-0.02, 0.02, -0.02], [-0.05, 0.10, 0.03], [0.08, -0.06, -0.21], [-0.02, 0.09, -0.18], [0.02, 0.02, 0.01], [0.01, -0.01, -0.01], [0.02, -0.03, -0.01], [0.00, -0.04, 0.03], [-0.02, -0.05, 0.02], [0.01, 0.04, 0.11]],
  "nbo_charge": [2.518, -0.675, 0.295, -0.200, -0.002, -0.186, 0.239, -0.731, 0.183, -0.173, -0.001, -0.193, 0.297, -0.719, 0.148, -0.167, -0.003, -0.198, 0.293, -0.667, -0.704, 0.307, 0.256, 0.226, 0.289, 0.294, 0.276, 0.281, 0.295, 0.279, 0.273, 0.294, 0.284, 0.298, 0.235, 0.225, -0.637, 0.210, -0.734, 0.302, 0.279, 0.297, 0.306, 0.321, 0.192]
}